Formula: H26O13
Source: the Open Molecules 2025 dataset
Level of theory: ωB97M-V/def2-TZVPD

Positions of all 39 atoms, in Å:
O -0.02493 -2.09645 3.17384
H 0.79381 -1.86834 3.66647
H -0.67292 -1.45221 3.07991
O -0.99071 1.96020 -2.43091
H -0.67825 1.15076 -1.92293
H -1.30183 2.57889 -1.82554
O -3.61380 -0.52960 -0.98829
H -3.39652 -0.53372 -0.13653
H -3.65289 -1.36140 -1.48158
O -0.97240 -1.60108 0.73836
H -1.37475 -1.72496 -0.18320
H -0.93173 -2.42355 1.38628
O 1.94159 -1.09519 1.94738
H 1.38073 -1.06017 1.02881
H 2.62643 -1.73543 1.86449
O 0.55090 -0.34084 -2.82682
H 0.47520 0.33276 -3.53161
H -0.18445 -0.18527 -2.23911
O -2.45648 -0.41589 -2.85290
H -2.52368 0.10758 -3.68014
H -2.89256 0.04996 -2.15263
O 1.52955 1.06353 3.91031
H 1.13719 0.21956 3.67517
H 2.46675 0.74149 3.97776
O 2.30055 3.44257 1.78680
H 2.68185 2.85148 1.15502
H 1.80119 2.82738 2.31497
O -2.00994 -2.72482 -1.40230
H -2.26959 -2.20365 -2.24202
H -1.19363 -3.07954 -1.49201
O 1.24939 3.77048 -1.33709
H 1.16976 3.64271 -0.45133
H 1.58533 3.00527 -1.59910
O 2.48841 -1.21108 -0.63514
H 2.78935 -2.05610 -1.04171
H 1.84848 -0.78903 -1.37555
O 0.16563 1.34802 1.30303
H -0.66741 0.82912 1.38763
H 0.82639 0.56653 1.43220

Force components x, y, z for each atom (eV/Å):
O 1.666 -3.078 1.087
H -1.405 0.316 -0.831
H -1.145 2.314 0.342
O 1.251 -3.258 -1.107
H -0.940 2.594 -0.529
H -0.548 1.716 1.853
O -3.007 0.776 -4.066
H 1.270 -0.992 5.444
H -0.105 0.164 1.400
O 0.018 -1.005 0.895
H 0.331 -0.888 2.003
H -0.192 2.229 -2.651
O -2.437 1.649 -2.161
H 2.460 -1.062 3.049
H 0.692 -0.630 -0.770
O 0.856 0.064 -0.456
H 0.007 -0.397 0.614
H -0.497 -0.645 -0.243
O 1.524 -0.389 -3.907
H 0.215 -0.495 0.826
H -0.468 0.953 0.681
O 1.683 -0.693 0.406
H -0.511 0.045 -0.324
H -1.006 0.895 -0.023
O 0.007 0.641 0.064
H 0.649 -0.372 -0.768
H -0.676 -0.336 0.720
O -4.803 2.524 -1.196
H 1.301 -1.012 1.370
H 3.965 -1.858 -0.970
O -1.750 5.289 -1.917
H -0.531 -0.033 4.475
H 2.263 -5.171 -2.390
O -1.823 0.512 -3.041
H -0.387 0.931 0.300
H 2.150 -1.400 2.010
O 0.668 -2.924 0.128
H 0.572 0.641 -0.176
H -1.320 2.386 -0.139

## Properties
- HOMO (eV) = -10.8
- M (u) = 234.195
- total energy (Ha) = -993.58241
- relative energy (zero: lowest compared OMol25 entry of this formula, charge and spin) (kcal/mol) = 119.7
- frontier orbital gap (eV) = 10.62